[1]
The following is a DFT calculation (the ωB97M-V functional and the def2-TZVPD basis) of a structure of composition C15H16N2O4RhSSi.

Results
2S+1 = 5
charge = +1
E = -48695.66661 eV
F_max = 1.0 eV/A

Element x y z (Å)
Rh: -0.00725 0.25316 1.05050
S: -1.41253 0.61217 -0.91930
Si: -1.96514 -1.08705 -4.10283
O: 2.12088 2.38059 7.88696
O: 3.67857 3.65567 7.10126
O: -0.85704 0.11136 2.98296
O: 1.17229 1.80286 1.74346
N: 0.28576 -1.23928 -0.46885
N: 2.73288 2.90346 6.97564
C: -0.81837 -0.83062 -5.57389
C: 2.63724 2.82081 3.24282
C: 1.52291 1.98156 2.97214
C: -0.25520 0.50669 4.00158
C: 2.32340 2.56753 5.60867
C: 0.84813 1.40223 4.10673
C: -0.76236 -1.50310 -2.65025
C: -3.03406 -2.63314 -4.24122
C: 1.03782 -2.30628 -0.66578
C: 3.01915 3.11715 4.51888
C: 0.94983 -3.03520 -1.84825
C: -0.59442 -0.82533 -1.43173
C: 1.27399 1.72129 5.40801
C: 0.05103 -2.62830 -2.81828
C: -3.03178 0.42485 -3.82382
H: -3.67669 0.56848 -4.69371
H: -0.18040 -1.69462 -5.76560
H: -2.43935 1.33247 -3.70362
H: 3.85715 3.77078 4.71505
H: 1.57633 -3.90475 -1.98869
H: -3.62088 -2.76720 -3.33051
H: -0.17568 0.03507 -5.40210
H: -0.62343 0.12401 4.96278
H: -2.44462 -3.53683 -4.40311
H: -3.67850 0.32084 -2.95203
H: 1.71361 -2.58348 0.13200
H: 0.76957 1.29980 6.26884
H: 3.16327 3.23514 2.39361
H: -3.72795 -2.53140 -5.07732
H: -1.40382 -0.64084 -6.47507
H: -0.02430 -3.20056 -3.73590

From a Mulliken analysis of the wavefunction, the atomic charges in e read:
1. Rh 0.705
2. S -0.043
3. Si 0.227
4. O -0.601
5. O -0.596
6. O -0.720
7. O -0.902
8. N -0.261
9. N 1.001
10. C -1.026
11. C -0.634
12. C 0.810
13. C 0.201
14. C -0.315
15. C 0.241
16. C 0.439
17. C -1.028
18. C -0.354
19. C -0.379
20. C -0.783
21. C 0.781
22. C -0.512
23. C -0.325
24. C -1.061
25. H 0.328
26. H 0.350
27. H 0.348
28. H 0.498
29. H 0.404
30. H 0.343
31. H 0.343
32. H 0.425
33. H 0.351
34. H 0.345
35. H 0.429
36. H 0.467
37. H 0.442
38. H 0.349
39. H 0.349
40. H 0.363

=====

[2]
The following is a DFT calculation (the ωB97M-V functional and the def2-TZVPD basis) of a cluster of 3 separate species, C18H30Br2F3O6 in total at a distorted geometry.

Results
charge = -1
E = -179668.47000 eV
F_max = 3.5 eV/A

Element x y z (Å)
Br: -5.40313 2.59097 -1.25818
Br: -3.14294 4.97159 -1.54844
F: 2.28545 0.10739 0.30440
F: 2.77609 0.21462 -2.05657
F: 0.42726 -1.28193 -2.60842
O: -5.19295 -2.56533 -0.62989
O: -3.14770 -2.40907 0.35746
O: -2.04580 -4.00048 2.85419
O: 4.08855 4.66671 -2.87840
O: 6.23918 2.65726 -2.75394
O: -1.88170 -4.79462 5.68563
C: -3.49858 2.07098 -0.85239
C: -1.28230 -3.30937 3.83776
C: -3.44722 -3.88060 3.06528
C: 1.86226 -0.07752 -1.02117
C: -2.24925 -6.09190 5.24054
C: -0.71233 -0.45484 -0.48112
C: 7.03979 3.69389 -2.20664
C: -0.79601 -4.24712 4.93981
C: -4.25794 -1.80612 -0.26669
C: -2.00311 -0.03425 -1.36394
C: -4.43272 -0.25634 -0.55500
C: -3.09519 0.61238 -0.39476
C: 0.61067 -0.57522 -1.38604
C: -2.56085 3.14286 -0.98201
C: 4.68996 5.09718 -4.09018
C: 3.87017 3.25662 -2.84522
C: 4.98000 2.52916 -2.09183
C: -1.01845 2.97211 -0.66493
H: 5.13075 6.08198 -3.91969
H: -0.83322 -1.48251 0.00098
H: -5.21500 0.12898 0.18411
H: 7.54043 3.33244 -1.30161
H: 4.74088 1.46319 -2.06703
H: 6.45845 4.58712 -1.96622
H: 5.47737 4.42040 -4.42746
H: 3.75714 2.86073 -3.86016
H: -3.09368 -3.29926 -0.06230
H: -0.41026 -2.89190 3.32731
H: -0.18656 -3.67004 5.64295
H: -0.16947 -5.04542 4.52932
H: -3.26078 -6.29811 5.59515
H: 7.79820 3.96255 -2.94472
H: -0.51441 2.62396 -1.63045
H: -2.38369 -0.88592 -2.01463
H: -3.94411 -4.68107 2.51278
H: -4.79709 -0.17778 -1.64215
H: 3.92745 5.18341 -4.87029
H: -1.56662 -6.83434 5.66886
H: -1.85648 -2.47496 4.25419
H: -3.71954 -3.96897 4.11904
H: 5.05079 2.88116 -1.05778
H: -2.23978 -6.17725 4.15156
H: -1.61015 0.77572 -2.08105
H: -0.59428 4.02101 -0.46329
H: -0.78797 2.32156 0.23177
H: 2.92757 3.09353 -2.31712
H: -3.79592 -2.91974 2.68022
H: -0.53121 0.27052 0.37837

From a Mulliken analysis of the wavefunction, the atomic charges in e read:
1. Br -0.288
2. Br -0.293
3. F -0.249
4. F -0.233
5. F -0.325
6. O -0.648
7. O -0.182
8. O -0.325
9. O -0.394
10. O -0.393
11. O -0.370
12. C 0.123
13. C -0.416
14. C -0.819
15. C 0.128
16. C -0.714
17. C -0.154
18. C -0.766
19. C -0.570
20. C 0.189
21. C -0.809
22. C -0.531
23. C 0.091
24. C 0.436
25. C -0.136
26. C -0.758
27. C -0.253
28. C -0.348
29. C -0.809
30. H 0.254
31. H 0.201
32. H 0.358
33. H 0.326
34. H 0.281
35. H 0.334
36. H 0.332
37. H 0.311
38. H 0.244
39. H 0.318
40. H 0.373
41. H 0.327
42. H 0.251
43. H 0.249
44. H 0.194
45. H 0.357
46. H 0.261
47. H 0.316
48. H 0.324
49. H 0.322
50. H 0.360
51. H 0.434
52. H 0.288
53. H 0.298
54. H 0.405
55. H 0.415
56. H 0.166
57. H 0.209
58. H 0.246
59. H 0.062